{"formula": "C6H17N3S", "method": "ωB97M-V/def2-TZVPD", "symbols": ["C", "H", "H", "N", "H", "H", "H", "C", "C", "H", "C", "H", "C", "H", "N", "H", "H", "H", "N", "C", "H", "H", "S", "H", "H", "H", "H"], "coordinates": [[0.0204, -0.4927, -0.7515], [1.0226, 1.5269, 1.6377], [-1.8511, 1.4937, -0.1715], [-2.3910, -1.3544, 1.4345], [0.0380, 1.6985, -1.8768], [1.5094, -0.0798, 1.4710], [-2.1987, -1.3427, 0.5339], [-1.0517, 1.5028, 0.5367], [1.0903, 1.4837, -1.9110], [2.2090, -0.3104, -1.5646], [-1.3828, -1.0593, 2.1461], [-0.5373, -2.5140, 0.3008], [0.3247, -1.9571, -0.2318], [-3.2776, -1.8023, 1.6835], [1.0875, 0.7158, 1.0277], [-0.8378, -0.3762, -1.2914], [1.2537, -2.0280, 0.4312], [1.5846, 2.1108, -1.2143], [-0.2363, 0.2995, 0.5636], [1.1786, -0.0082, -1.6631], [1.5340, 1.7058, -2.9492], [0.5799, -2.6260, -1.0242], [-0.4590, -1.0834, 3.4593], [0.9601, -0.5345, -2.5478], [-0.4570, 2.4117, 0.1578], [-1.3606, 1.5898, 1.5868], [1.6480, 1.0301, 0.2267]], "forces_ev_per_angstrom": [[3.593, -1.730, 3.302], [-0.107, -0.039, 0.616], [-0.812, -0.655, -0.150], [-0.991, 0.139, 3.551], [-0.408, 0.766, -0.512], [0.666, -0.486, 0.596], [0.563, 0.115, -5.690], [1.299, 1.927, 0.102], [0.153, -0.589, -2.703], [0.370, -0.484, 1.281], [2.306, -0.649, 4.980], [1.413, 1.101, -0.780], [-0.527, -0.266, 1.072], [0.314, 0.221, 0.710], [-0.981, 0.049, -0.382], [-2.474, 0.007, -1.377], [-1.274, 0.439, -0.639], [0.700, 0.724, 0.716], [1.136, -0.274, -1.807], [-0.519, 0.665, 0.580], [-0.812, -0.028, 1.663], [0.112, -0.232, -0.896], [-2.205, 0.229, -3.026], [-0.529, -0.446, -1.479], [-0.739, -1.092, 0.933], [-0.418, 0.789, -0.472], [0.170, -0.202, -0.190]], "mulliken_charge": [-0.176, 0.387, 0.318, -0.164, 0.317, 0.348, 0.137, -1.133, -1.150, 0.358, 0.632, 0.276, -1.040, 0.353, -0.219, 0.535, 0.332, 0.505, 0.109, -1.136, 0.382, 0.423, -0.023, 0.583, 0.488, 0.416, 0.144], "homo_energy_ev": -18.079, "fmax_ev_per_a": 5.7, "de_lowest_kj_mol": 300.1, "homo_lumo_gap_ev": 8.7, "e_lumo_ev": -9.4, "total_charge": 2, "mol_weight_g_mol": 163.3}